Entry from the OMol25 dataset: a molecular structure, C34H56Br3Cl12N2O13Zr at a distorted geometry (wB97M-V/def2-TZVPD).

Atoms and positions in Å:
Zr: -1.2480 -0.5991 -3.0476
Br: -3.5584 7.7156 -1.5626
Br: -1.1972 5.5182 -1.6864
Br: -4.2358 4.5273 -2.4016
Cl: -4.8324 -1.4641 3.8922
Cl: -3.2922 -4.2749 5.7671
Cl: -0.6853 -5.0662 6.8873
Cl: -5.0365 -1.2397 6.8351
Cl: 3.5532 3.0206 2.6418
Cl: 2.2879 -3.5870 4.5956
Cl: 4.7283 2.5632 5.3192
Cl: -0.9932 -2.4185 5.9867
Cl: 2.4169 -1.1329 6.3170
Cl: -7.3721 -0.6774 5.2777
Cl: 1.7056 2.8198 4.9033
Cl: 3.9674 -3.3829 6.9866
O: -1.9960 3.3965 -4.5134
O: 0.2647 -4.2293 -1.5644
O: 0.9495 -0.5403 -3.7871
O: -0.6982 -5.0141 -3.2974
O: -2.9267 1.7199 7.7383
O: -0.7086 -2.7808 -2.9797
O: -1.0630 2.5710 8.6198
O: -3.1006 -1.5053 -2.1865
O: 0.1898 3.5338 -4.5042
O: -0.3594 -0.5197 -0.9681
O: -2.4634 1.1753 9.8351
O: -0.7909 1.6511 -3.7218
O: -3.0058 0.4980 -2.1941
N: 2.2589 -0.7553 -4.3025
N: -0.8523 -0.1469 0.3879
C: -0.6952 -1.2863 1.3228
C: -5.0003 -0.4062 -0.9789
C: -5.8995 -1.6016 5.3225
C: -0.1453 4.6155 -5.3630
C: 3.3441 -0.7882 -3.2097
C: -0.8683 2.7908 -4.2015
C: -0.9312 2.2692 -0.2979
C: 2.6344 1.5339 -5.4447
C: -0.8741 1.6726 2.0697
C: 3.6324 0.5701 -2.5015
C: -0.4670 -3.9466 -2.6084
C: 1.2512 1.4920 0.7725
C: 5.0538 -0.4831 -5.1510
C: 3.8883 -0.6104 -6.1488
C: -1.5332 -4.0817 5.6864
C: 3.0215 -1.8441 -2.1475
C: 3.2833 2.2778 4.1973
C: -3.1217 5.7568 -1.4054
C: 1.5667 -0.4112 -6.6920
C: -1.1769 -0.7461 2.7462
C: -3.6983 -0.4692 -1.7954
C: 4.7151 -1.2342 -3.8213
C: -2.2121 1.7863 8.8003
C: -0.1356 -6.1771 -2.7436
C: 0.2807 -5.6171 -1.4248
C: 0.7945 -1.6983 1.5623
C: 2.5678 -0.0271 -5.5679
C: -2.3855 2.5125 6.7001
C: -1.6765 4.6235 -5.2059
C: -1.5377 -2.4623 0.8232
C: -0.7231 0.6616 3.2337
C: 2.4168 -2.8754 6.2557
C: -1.0176 2.7519 7.2456
C: -0.2957 1.2472 0.7108
H: -2.2584 -0.7958 2.6196
H: 5.3612 0.5462 -4.9667
H: 1.9301 -0.1643 -7.6896
H: -2.0100 2.1435 -0.3896
H: -4.6177 -0.7663 -0.0239
H: 4.1775 0.4477 -1.5656
H: -1.0324 -2.8833 -0.0460
H: -0.9600 -6.8789 -2.6174
H: -0.3450 -5.8927 -0.5759
H: -5.7316 -1.0930 -1.4050
H: 3.2260 1.1984 4.0570
H: -2.9274 3.4089 6.3987
H: 1.5125 2.5488 0.8279
H: -3.2630 5.4856 -0.3592
H: 0.3464 5.5609 -5.1334
H: -1.3383 1.0114 4.0626
H: -2.5502 -2.1047 0.6358
H: 3.0268 -2.8432 -2.5832
H: -2.1460 4.6451 -6.1893
H: -1.7599 -3.1506 1.6387
H: 2.0575 -1.7958 -1.6411
H: 1.7078 1.0887 -0.1314
H: 6.0468 -0.8698 -5.3803
H: -0.8416 -1.4462 3.5115
H: -0.8098 3.2821 0.0860
H: -0.2545 2.0545 6.9000
H: 5.5320 -0.9332 -3.1654
H: -1.9017 5.4785 -4.5684
H: -0.6762 3.7727 7.0739
H: 1.6950 1.0903 1.6834
H: 2.6348 0.8725 -2.1826
H: 1.2019 -2.0875 0.6292
H: 3.3768 1.9841 -6.1037
H: 1.6021 -3.1915 6.9071
H: 4.8123 -2.2966 -4.0452
H: 1.3549 -1.4791 -6.7443
H: -1.9378 1.8632 1.9272
H: 2.7770 1.8608 -4.4147
H: 0.7481 -6.5513 -3.2605
H: 3.7226 -1.6185 -6.5287
H: 0.6168 0.1194 -6.6270
H: 1.3175 -5.8717 -1.2051
H: 4.2419 0.0170 -6.9670
H: -2.1836 1.9044 5.8183
H: 1.6938 1.9786 -5.7699
H: 0.1431 4.4385 -6.3992
H: -5.4574 0.5819 -0.9257
H: -0.4007 2.5369 2.5354
H: 1.3940 -0.9333 2.0556
H: -1.1580 -4.3967 4.7127
H: 4.1543 1.3176 -3.0990
H: -6.2123 -2.6391 5.4402
H: 0.8197 -2.5692 2.2173
H: -0.4927 2.1200 -1.2846
H: 0.2893 0.5091 3.6078
H: 3.7838 -1.7864 -1.3705

Properties
<S²>: 0.7521
E_LUMO (spin up / spin down): -0.53 / -0.53 eV
net charge: 0
HOMO-LUMO gap (spin up / spin down): 4.766 / 5.591 eV
multiplicity: 2

=====

Entry from the OMol25 dataset: a molecular structure, C34H56HgN2O2P3 at a distorted geometry (wB97M-V/def2-TZVPD).

Atoms and positions in Å:
Hg: -0.4172 -0.2792 0.8455
P: 2.4010 -0.7147 -0.1425
P: -2.6336 -0.2553 -0.1971
P: 0.1802 1.3867 4.4142
O: 0.2763 0.8355 3.0091
O: -0.8302 -2.4594 4.1382
N: 0.5957 1.0806 -0.8962
N: -0.3348 -1.5372 -1.5891
C: 2.0656 -2.0288 2.3729
C: -1.5226 1.3907 4.9994
C: -0.6299 -3.5234 -3.4846
C: -4.9413 1.3195 -0.4726
C: 3.7927 0.0951 -1.2366
C: -3.3626 1.8502 1.4394
C: -3.4740 1.4143 -0.0319
C: -2.7423 2.4650 -0.8924
C: 0.5583 -3.4242 -2.7715
C: -1.4519 -1.8720 3.3723
C: 4.0673 -2.7084 1.0847
C: -3.6421 -1.7566 0.3038
C: 1.9751 -2.0310 -1.2336
C: 0.8615 3.8721 -5.3957
C: 3.8245 1.5697 -0.8262
C: -2.4942 -0.5217 -2.0175
C: -4.2745 -1.4860 1.6787
C: 1.1571 0.4107 5.5711
C: -1.4466 -1.5953 -2.3112
C: 0.4421 3.4895 -3.0352
C: 1.1001 2.5042 -5.5786
C: 0.9735 1.6236 -4.5062
C: 3.9460 -0.4096 2.2081
C: -1.6262 -2.5537 -3.3128
C: -4.7164 -2.1269 -0.7287
C: 0.7812 3.0767 4.4564
C: 3.1906 -1.5191 1.4569
C: 3.4364 -0.0294 -2.7239
C: 5.1806 -0.5259 -1.0526
C: -2.6838 -2.9565 0.4433
C: 0.6805 2.1168 -3.2252
C: 0.7419 -2.3333 -1.8641
C: 0.6599 1.2862 -2.0578
C: 0.5504 4.3648 -4.1201
H: 0.8987 4.5448 -6.2523
H: 1.3641 -4.1500 -2.8650
H: 0.3760 5.4300 -3.9632
H: -3.4931 -1.3509 2.4460
H: 2.3694 0.0863 -2.9053
H: 3.2540 0.3860 2.5224
H: 3.9412 0.7709 -3.2816
H: 5.6001 -0.3999 -0.0479
H: 1.0922 0.5449 -4.6309
H: -4.2769 -2.5137 -1.6578
H: -2.5498 -2.5213 -3.8824
H: 2.2083 0.4085 5.2492
H: 0.1248 3.7228 3.8601
H: -1.5500 1.5864 6.0809
H: 1.3716 2.1224 -6.5642
H: 1.0821 0.8371 6.5827
H: 2.8406 2.0340 -0.9241
H: 0.7810 -0.6217 5.5782
H: 4.4565 -3.1393 2.0178
H: -5.3864 -1.2937 -0.9729
H: -2.0836 2.1786 4.4764
H: -0.8149 -4.3511 -4.1695
H: -5.0411 0.9707 -1.5103
H: 3.7406 -0.9904 -3.1500
H: 0.1723 3.8505 -2.0392
H: 2.7783 -2.7582 -1.4138
H: -5.3303 -2.9363 -0.3045
H: -4.8721 -2.3687 1.9603
H: -3.8169 2.8456 1.5466
H: 1.4256 -2.7696 1.8784
H: 4.3956 -0.8506 3.1104
H: -3.4671 -0.7585 -2.4733
H: 1.7971 3.1281 4.0457
H: 4.1674 1.7062 0.2070
H: -5.3759 2.3294 -0.4236
H: 3.4855 -3.4813 0.5698
H: -2.9255 2.3271 -1.9666
H: -3.2874 -3.8632 0.6026
H: -2.0750 -3.1049 -0.4524
H: -2.1461 0.4197 -2.4690
H: -1.6571 2.4486 -0.7174
H: -3.8728 1.1672 2.1289
H: 5.8596 -0.0080 -1.7475
H: -4.9506 -0.6201 1.6785
H: -3.1244 3.4605 -0.6149
H: 4.7532 0.0469 1.6236
H: -1.9850 0.4138 4.8006
H: 0.8009 3.4565 5.4856
H: 5.2010 -1.5861 -1.3300
H: -2.3111 1.9234 1.7483
H: 1.4411 -1.1980 2.7257
H: 4.5206 2.0896 -1.4985
H: 4.9288 -2.4364 0.4693
H: -5.5472 0.6748 0.1780
H: 2.5146 -2.5097 3.2559
H: -2.0165 -2.8343 1.3086

Properties
E_LUMO: -3.22 eV
net charge: +1
HOMO-LUMO gap: 4.836 eV
energy relative to the best compared isomer or geometry (same formula, charge and spin): 44.40 kcal per mole
multiplicity: 1

=====

Entry from the OMol25 dataset: 6 unconnected molecules or ions with the total composition C34H56I2N6O7P3 at a distorted geometry (wB97M-V/def2-TZVPD).

Atoms and positions in Å:
I: -0.1433 2.7758 -3.6939
I: 0.4848 0.0714 -2.2458
P: 4.0263 -2.1685 -3.3024
P: 2.8094 2.6295 -1.1373
P: 5.9808 1.9081 -1.8647
O: 4.8042 -3.6866 -3.3352
O: 4.2755 -1.5784 -4.6784
O: 2.4164 -2.5091 -3.0070
O: 3.2618 3.9852 -1.6854
O: -1.6050 -1.7058 1.3961
O: 5.2993 0.7166 -0.7696
O: 4.5230 1.7980 -2.8634
N: -5.4700 1.3469 1.4699
N: -10.6759 1.6387 -0.9994
N: 8.0545 0.2438 0.9981
N: 0.3729 -4.0801 9.6687
N: -0.2339 2.6801 -9.8619
N: -1.5633 -0.7117 4.7919
C: 1.2053 -5.0086 10.2324
C: -1.6316 0.3484 5.6538
C: 2.3355 0.8039 -3.1911
C: -7.6803 1.2772 1.5934
C: -11.1506 2.4865 -1.9626
C: -11.5215 1.6507 0.0764
C: 2.7386 -1.8009 0.0184
C: 0.6372 -2.8469 10.1992
C: 1.3137 1.1911 -10.4057
C: 4.9036 -1.1904 -2.0011
C: -0.9722 -1.4769 6.7845
C: -12.5524 2.5103 -0.2064
C: 4.1618 0.0095 -1.3188
C: 3.4668 1.1402 -2.1726
C: 0.8406 -1.4112 1.6630
C: 2.2426 -2.1276 1.5007
C: 1.9501 1.7025 -5.5773
C: -0.2258 1.7431 -8.8643
C: 0.7232 0.8034 -9.1760
C: -7.1481 0.2523 2.4166
C: 1.9179 2.1221 -4.0453
C: -5.7819 0.3183 2.3173
C: 7.4051 1.2867 0.6245
C: -6.6206 1.9341 1.0202
C: -1.2674 -0.0953 6.8997
C: -12.3173 3.0403 -1.5002
C: 1.6445 -2.9901 11.1188
C: -0.3166 -2.1682 0.9414
C: -1.1671 -1.8287 5.4724
C: 3.4569 -0.4133 0.0465
C: -2.4592 -1.4623 0.2712
C: 2.0053 -4.3615 11.1396
C: 7.6071 1.9051 -0.7964
C: 0.7047 2.3542 -10.8035
H: 3.3835 -2.6594 -0.2814
H: 2.7181 0.3373 0.3940
H: 1.1560 -6.0450 9.9414
H: -12.9325 3.7483 -2.0320
H: 8.6736 -0.0687 0.2482
H: -3.4528 -1.1340 0.6554
H: 0.0867 -1.9777 9.8787
H: -0.2109 -3.2580 1.1657
H: 2.9322 -1.6360 2.2179
H: -0.2760 -1.9765 -0.1542
H: 0.5705 -1.3403 2.7465
H: 2.5816 0.0361 -3.9540
H: 4.2006 -4.3711 -3.0251
H: -1.7720 -0.6768 3.8065
H: 6.6963 1.7768 1.3175
H: 0.9261 -0.3630 1.2937
H: 1.5437 2.5775 -6.1362
H: 6.4423 2.8985 -2.8386
H: 2.1253 -3.2201 1.6733
H: 1.8240 -1.8414 -0.6094
H: -8.7228 1.5076 1.4382
H: 2.6538 2.9452 -3.9416
H: 3.0131 1.5305 -5.8685
H: 0.9675 -0.0650 -8.5854
H: 5.8938 -0.9137 -2.4372
H: -0.3238 -4.2737 8.9726
H: -9.8359 1.0924 -1.0698
H: -7.7029 -0.4541 3.0132
H: -5.0072 -0.2748 2.7759
H: -1.9313 1.3239 5.3075
H: -13.3825 2.7338 0.4444
H: 1.3910 2.6650 -1.0869
H: 3.2897 2.4157 0.1922
H: 8.3388 1.2180 -1.3044
H: 1.3102 0.8089 -5.7388
H: 0.8569 2.9748 -11.6713
H: -10.6200 2.6211 -2.8908
H: 4.2828 -0.4936 0.7941
H: -4.5396 1.6273 1.2167
H: -2.5379 -2.3456 -0.4042
H: -0.8941 1.8259 -8.0226
H: 8.0988 2.9063 -0.7661
H: -1.0570 -2.7738 4.9661
H: -0.6538 -2.1389 7.5736
H: 2.4243 -3.2988 -2.4478
H: -11.3180 1.0481 0.9465
H: -2.0198 -0.6190 -0.3255
H: -1.2189 0.5060 7.7937
H: -0.8344 3.4826 -9.8969
H: -6.5867 2.7656 0.3354
H: 6.7085 0.9776 -2.6943
H: 2.7657 -4.8221 11.7496
H: 5.1635 -1.9064 -1.1786
H: 2.0973 0.6766 -10.9385
H: 2.0751 -2.1977 11.7095
H: 5.5740 3.0659 -1.1170

Properties
E_LUMO: 1.45 eV
net charge: -1
HOMO-LUMO gap: 6.151 eV
energy relative to the best compared isomer or geometry (same formula, charge and spin): 47.41 kcal per mole
multiplicity: 1

=====

Entry from the OMol25 dataset: a molecular structure, C34H56IrN3OP2 at a distorted geometry (wB97M-V/def2-TZVPD).

Atoms and positions in Å:
Ir: -0.2829 -0.1258 0.6838
P: 0.3236 -2.4176 0.8859
P: -0.2345 2.1218 -0.0553
O: -2.5473 -0.4935 2.6086
N: 1.0138 0.5654 2.4657
N: -1.5031 -0.3148 -0.9846
N: 1.3212 -0.3047 -0.8538
C: 1.2089 -2.4746 3.5907
C: -0.5674 -3.5348 -0.3732
C: 0.4640 1.1939 3.5300
C: 1.1917 0.5290 -1.9003
C: -2.9921 2.3337 0.4204
C: 1.1630 4.4505 -0.9150
C: -1.2666 0.4156 -1.9815
C: 3.1353 -1.4091 -1.8804
C: 2.5386 2.5666 -0.0309
C: -1.7384 4.4570 0.6573
C: -0.2754 -5.0307 -0.1586
C: 0.4619 -3.3169 2.5520
C: -2.0866 -3.2723 -0.2349
C: 2.1893 -1.3236 -0.8599
C: -1.8261 3.1551 -0.1517
C: 2.5832 1.3122 4.6792
C: 3.0507 -0.5452 -2.9679
C: -3.5576 0.4445 -3.1387
C: -1.5500 1.3340 -4.3914
C: -2.0357 0.3073 -3.3711
C: 2.3499 0.3650 2.4726
C: -1.6396 -0.3065 1.8951
C: 1.2085 1.5445 4.6621
C: 2.0547 -2.3786 0.2213
C: -2.1763 3.5252 -1.6022
C: 1.1475 3.8883 1.5957
C: 3.1607 0.7280 3.5500
C: -1.7194 -1.0658 -3.9575
C: 2.0562 0.4362 -2.9901
C: -0.9570 -3.5759 3.0821
C: -0.1047 -3.2403 -1.8049
C: -0.0134 1.4204 -1.8357
C: 1.2159 3.3227 0.1524
C: 1.2342 -4.6486 2.4346
H: -2.3663 -2.8455 0.7413
H: 0.9435 -3.5196 -1.9761
H: -3.0457 1.3306 -0.0233
H: -2.1008 1.1840 -5.3326
H: -2.9776 4.2836 -1.5684
H: 2.7609 2.3896 -1.0893
H: 0.5838 -5.4924 2.1827
H: 2.1575 4.5498 -1.3733
H: -0.6419 -1.1648 -4.1325
H: 0.6818 2.0058 5.4988
H: 0.0265 2.2101 -2.5893
H: -1.3449 3.9807 -2.1577
H: -2.4230 -2.5530 -0.9945
H: -0.4839 1.1862 -4.6009
H: 2.3423 -3.3606 -0.1891
H: 2.1551 3.9391 2.0294
H: -0.7168 -3.8402 -2.4965
H: -2.7190 4.9530 0.5944
H: 1.9514 1.1328 -3.8268
H: -2.5682 2.6611 -2.1597
H: 2.2389 -2.2577 3.2817
H: -4.0061 1.1385 -3.8617
H: 2.0731 -4.6024 1.7290
H: -4.0526 -0.5242 -3.2821
H: 2.7917 -0.0928 1.5839
H: 3.3590 3.1559 0.4038
H: 3.7463 -0.6429 -3.8082
H: -3.9296 2.8617 0.1802
H: -0.8652 -4.1044 4.0423
H: 0.7228 4.8992 1.6256
H: 0.8029 -5.2468 -0.1709
H: 1.6603 -4.8840 3.4193
H: 0.6958 -1.5342 3.8134
H: 2.7666 -2.1822 1.0448
H: 3.8889 -2.1934 -1.8129
H: -3.8121 0.7877 -2.1280
H: -1.5552 -4.2013 2.4071
H: 0.9284 5.4242 -0.4661
H: 4.2296 0.5312 3.4679
H: -1.5045 -2.6437 3.2665
H: -1.0006 5.1540 0.2469
H: -0.7441 -5.4260 0.7499
H: -0.7178 -5.5774 -1.0043
H: -2.9271 2.2408 1.5133
H: -2.6266 -4.2259 -0.3628
H: -0.2425 -2.1861 -2.0676
H: -1.7311 2.3656 -4.0715
H: -1.5315 4.2774 1.7183
H: 3.1908 1.5943 5.5375
H: 2.5278 1.6050 0.4834
H: -2.0569 -1.8740 -3.2982
H: -0.5929 1.4435 3.4661
H: -2.2256 -1.1917 -4.9243
H: 0.5533 3.2451 2.2569
H: 1.2619 -3.0550 4.5265
H: 0.4709 4.2534 -1.7422

Properties
<S²>: 8.7784
E_LUMO (spin up / spin down): -8.75 / -12.61 eV
net charge: +3
HOMO-LUMO gap (spin up / spin down): 5.227 / 5.333 eV
energy relative to the best compared isomer or geometry (same formula, charge and spin): 0.00 kcal per mole
multiplicity: 6